[1]
DFT (ωB97M-V with the def2-TZVPD basis set) results for 7 unconnected molecules or ions with the total composition C37H36Cl4O12 in a non-equilibrium geometry.

```
89
Properties=species:S:1:pos:R:3:forces:R:3:lowdin_charge:R:1
Cl -0.1791 -3.1341 1.4329 -0.71 0.34 -0.30 0.528
Cl 0.8202 -1.1937 -0.3662 0.09 0.35 -0.82 0.600
Cl -2.1047 -1.3567 0.0056 0.54 -0.35 -0.08 0.586
Cl -0.4020 -0.3318 2.0595 -0.11 -0.07 -0.11 0.569
O -3.1304 0.8025 -3.9529 -0.78 -0.59 -0.99 0.031
O -5.4837 0.6176 -2.7596 0.12 2.86 0.25 0.044
O -0.2188 -0.0918 -4.6301 0.47 -0.24 -0.23 -0.001
O 4.8751 1.1116 -0.5944 0.33 0.78 -1.02 0.021
O -0.0869 4.7268 -1.5427 -1.24 -0.42 -1.22 0.006
O 0.6378 -3.6740 6.1431 -0.19 -0.52 0.62 0.040
O 0.6085 4.1526 1.1589 0.87 0.08 -1.23 0.014
O -2.5162 0.7740 5.9593 0.91 0.00 -0.29 0.017
O 4.8222 1.5008 -3.3487 2.06 1.99 -0.54 0.045
O 6.0179 -0.6764 1.3353 -0.29 -0.28 -0.55 0.029
O -7.8521 -4.2564 -2.5649 0.32 -0.14 0.37 0.028
O 2.2012 -3.7530 3.8762 0.26 0.17 0.58 -0.009
C 1.7214 3.4122 0.6986 -0.11 0.07 2.11 -0.296
C 1.0859 0.3303 -4.3600 -1.00 -0.60 -0.05 -0.314
C -6.2142 -2.7410 -1.7370 0.63 -0.31 -0.26 -0.010
C 3.8974 1.9619 -0.1405 0.34 -0.86 -0.79 -0.312
C 1.4909 1.5344 -4.9360 1.58 -0.90 1.22 -0.010
C -0.4188 -0.2500 5.3785 -0.99 -0.37 -0.16 -0.059
C -7.2794 -2.9959 -2.5859 -0.49 -1.26 0.84 -0.333
C 0.3346 -1.3967 5.4152 0.39 -1.35 0.60 -0.028
C 2.1137 2.2696 1.3876 0.29 -0.18 -0.29 -0.018
C -1.2119 -2.4322 6.9830 1.18 -0.93 -0.16 -0.007
C -2.7726 3.0792 -3.4820 -0.67 1.69 -0.68 -0.026
C -0.7121 2.4318 -1.7704 0.06 -1.43 -0.20 -0.010
C -7.2416 -0.7401 -3.4602 -0.17 -0.45 -0.28 -0.010
C -5.6028 -1.5267 -1.8658 -0.72 1.04 -0.20 0.001
C -1.9837 -1.3046 6.9394 0.40 0.45 -0.49 -0.031
C 1.8895 -0.4753 -3.5589 0.44 0.72 0.03 -0.032
C 5.1257 -1.5353 1.9450 0.42 0.26 1.79 -0.320
C -2.0254 4.0831 -2.8996 1.14 -0.10 0.29 0.008
C 3.3419 -3.0923 1.8844 -1.29 0.22 0.49 -0.040
C 5.1008 -1.6400 3.3349 -0.01 0.62 0.29 -0.005
C 3.2385 -3.0615 3.2616 -1.05 -1.08 0.46 -0.288
C -0.9270 3.7327 -2.0973 -0.23 2.60 0.57 -0.271
C 2.7840 1.9248 -4.6078 0.64 -0.24 0.44 0.020
C 3.1744 -0.0283 -3.2001 -2.57 -1.28 -0.58 -0.021
C 4.1139 -2.3293 4.0460 0.74 0.07 -1.17 0.017
C -1.6024 -0.2782 6.0896 -1.47 1.39 0.34 -0.308
C 4.1969 -2.2551 1.2590 1.05 0.01 -2.14 -0.041
C -0.4949 -1.4970 0.7182 0.04 -0.27 1.22 -1.981
C 2.5126 3.8876 -0.3366 -1.32 -0.10 -0.08 -0.001
C -7.7831 -2.0001 -3.3445 -1.19 0.19 -2.15 -0.047
C -0.0630 -2.5203 6.1784 -0.43 1.52 -0.36 -0.309
C -1.4323 1.4319 -2.4059 -0.31 0.67 -0.20 -0.010
C 3.4697 3.0526 -0.8677 1.14 1.03 0.07 0.013
C -6.1409 -0.5204 -2.7167 1.55 -1.53 1.32 -0.371
C 3.2587 1.5726 0.9843 -2.01 0.06 1.10 -0.012
C -2.4544 1.7844 -3.3151 1.97 -1.57 1.87 -0.334
C 3.6034 1.1533 -3.7192 -1.54 0.32 -0.88 -0.363
H -3.5929 3.4004 -4.1068 -0.15 -0.32 -0.17 0.127
H 1.8899 -4.5344 3.4135 0.31 0.08 -0.51 0.113
H 1.5842 -1.4505 -3.2091 -0.47 0.05 -0.12 0.094
H 1.5187 1.8832 2.2019 -0.04 0.08 0.14 0.084
H 4.9021 1.3913 -2.3983 0.39 -0.33 0.44 0.049
H 0.0643 4.5191 -0.6177 -0.16 -0.08 0.36 0.033
H 3.7611 -0.6658 -2.5553 0.36 0.24 -0.03 0.118
H 2.2683 4.8432 -0.7766 0.06 -0.08 -0.24 0.125
H -0.3883 0.3144 -5.4833 -0.57 -0.10 -0.16 0.097
H -0.2145 0.5332 4.6635 0.11 0.27 0.32 0.083
H 1.1073 -3.7352 5.3080 0.46 0.19 -0.17 0.045
H 2.6120 -3.5546 1.2363 -0.12 -0.48 0.39 0.089
H -4.6563 0.6060 -3.2464 0.49 -0.26 -0.27 0.049
H 0.0426 2.1740 -1.0422 0.24 -0.07 -0.06 0.111
H -2.2840 5.0969 -3.1672 0.26 0.18 0.36 0.117
H -1.4101 -3.2863 7.6136 -0.31 -0.03 0.05 0.118
H 3.5113 0.6189 1.4238 0.06 0.03 0.35 0.110
H -7.5816 -0.0578 -4.2253 -0.08 0.22 0.24 0.125
H -5.7737 -3.4980 -1.1052 -0.22 -0.19 0.03 0.118
H 6.8273 -0.6193 1.8483 0.05 0.07 0.11 0.119
H -4.7291 -1.2517 -1.2936 0.05 -0.05 0.09 0.081
H -8.5183 -2.2044 -4.1087 -0.56 -0.45 0.25 0.116
H 1.2595 -1.4604 4.8614 0.06 -0.03 -0.19 0.098
H 5.2363 0.6132 0.1422 0.29 -0.38 0.24 0.066
H 3.1569 2.8413 -5.0406 0.31 0.08 0.17 0.112
H -2.5659 0.0314 -4.0443 0.24 -0.20 0.06 0.110
H 5.8463 -1.0816 3.8815 0.06 0.12 0.22 0.117
H 4.0045 3.4012 -1.7389 0.13 -0.20 -0.12 0.126
H -1.1442 0.4099 -2.2089 -0.30 -0.17 -0.12 0.075
H 0.8609 2.1189 -5.5901 -0.08 0.03 0.05 0.121
H 4.1785 -2.2825 0.1796 0.17 0.36 -0.19 0.127
H 0.2812 3.8883 2.0219 0.26 -0.35 0.00 0.111
H 4.1096 -2.2822 5.1250 -0.25 -0.24 -0.02 0.128
H -2.9061 -1.1510 7.4797 -0.05 -0.41 0.24 0.116
H -8.2040 -4.5124 -3.4206 -0.04 0.31 -0.10 0.097
H -3.1566 0.7034 6.6710 -0.07 0.02 -0.02 0.084
```
Positions in Å, forces in eV/Å.

energy above the lowest of the compared OMol25 structures with the same formula, charge and spin	0.0	kcal per mole
E_LUMO	-0.157	eV
gap between HOMO and LUMO	7.77	eV
calculated total energy	-4175.09482	hartree
largest force on an atom	3.1	eV/A
SMILES	ClC(Cl)(Cl)Cl.Oc1ccc(O)cc1.Oc1ccc(O)cc1.Oc1ccc(O)cc1.Oc1ccc(O)cc1.Oc1ccc(O)cc1.Oc1ccc(O)cc1

---

[2]
DFT (ωB97M-V with the def2-TZVPD basis set) results for a molecular structure, C37H36F5GeN3NaO4S.

```
88
Properties=species:S:1:pos:R:3:forces:R:3:lowdin_charge:R:1
Ge 2.9717 -0.0542 -1.1372 -0.02 0.00 -0.04 1.091
S -1.2580 1.4184 4.1369 -0.08 0.02 0.02 0.582
Na -0.5776 -0.6587 0.3246 -0.10 -0.14 -0.12 0.304
F -0.1465 -1.7252 -1.6418 0.04 -0.04 -0.05 -0.133
F -1.8605 -0.0392 -2.8915 0.01 0.02 -0.01 0.107
F -1.3050 -3.4599 -2.4217 0.02 -0.07 0.00 -0.073
F -3.0050 -1.7023 -3.6926 -0.02 -0.01 -0.02 0.088
F -0.9141 -1.4774 -4.2012 0.01 -0.02 0.00 0.082
O 1.5049 -0.5927 1.2808 -0.07 0.01 0.03 -0.134
O -2.2327 0.7257 0.9769 0.14 -0.07 0.06 -0.056
O 0.3445 1.9094 0.5843 0.07 -0.04 0.04 -0.082
O 2.9812 -1.5638 2.6653 0.08 -0.02 0.04 -0.005
N -3.3957 1.8952 2.5724 -0.15 -0.20 0.14 0.068
N -0.4437 -2.2956 2.1435 0.02 0.09 0.01 0.123
N -2.1775 3.7313 3.1729 -0.01 -0.08 0.08 -0.142
C -1.3140 -3.7272 3.8440 0.01 -0.01 0.02 -0.079
C 2.7448 1.4993 -5.1167 0.03 -0.02 0.02 -0.110
C 4.4395 -4.4477 -3.9782 0.01 0.00 0.00 -0.063
C 1.8526 -1.3949 2.1931 -0.03 0.08 -0.05 -0.605
C 3.1900 -4.4546 -4.5306 0.01 0.01 0.01 -0.097
C 0.7238 -2.2549 2.7855 -0.05 -0.02 -0.01 -0.163
C -3.2681 0.9804 1.6304 -0.06 0.23 -0.11 -0.475
C -5.6600 -1.3466 -0.1595 -0.02 -0.01 0.00 -0.083
C 1.6427 2.0535 -2.6306 0.04 0.00 -0.07 -0.104
C 6.3861 -2.5631 -1.4379 0.03 0.01 0.01 -0.096
C -3.0237 4.5305 2.3044 -0.06 0.01 -0.03 -0.224
C -1.1432 4.4335 3.9078 0.09 0.03 0.01 -0.278
C -0.0968 -3.6904 4.5100 -0.02 -0.01 0.01 -0.082
C -4.5361 0.2565 1.2456 -0.01 -0.09 0.00 -0.122
C -4.5123 -0.6467 0.1865 0.02 0.03 0.03 -0.011
C 3.8533 -2.4889 -2.6315 0.12 -0.08 0.00 -0.180
C 2.5632 -2.5358 -3.2189 0.00 -0.01 0.02 -0.038
C 1.8303 2.5347 -4.9834 -0.01 0.01 0.00 -0.120
C 0.9386 -2.9517 3.9703 0.03 0.01 0.01 -0.014
C -5.7196 0.4477 1.9526 0.00 -0.01 0.00 -0.042
C -4.2833 5.0156 3.0133 0.03 -0.03 0.01 -0.086
C -6.8400 -1.1490 0.5449 0.01 0.02 0.01 -0.119
C -2.3212 2.3780 3.2364 0.20 0.11 -0.16 -0.821
C 2.5684 1.0113 -2.7507 -0.04 0.00 0.11 -0.301
C -1.4339 -3.0173 2.6617 0.03 0.02 -0.03 -0.117
C 6.0758 -3.4880 -2.3910 -0.02 0.01 -0.01 -0.063
C 4.2118 -1.4962 -1.6638 -0.03 0.06 -0.07 -0.241
C 1.2814 2.8105 -3.7373 0.01 -0.03 0.03 -0.098
C 3.8563 1.0831 0.1859 0.04 -0.05 0.00 -0.239
C 3.1086 0.7429 -4.0090 -0.03 0.04 0.00 -0.116
C 0.1467 4.5559 3.1043 -0.06 -0.01 0.02 -0.087
C 5.4518 -1.5656 -1.0785 -0.03 -0.02 -0.01 -0.107
C -1.5100 -2.1627 -1.9183 0.01 0.18 0.09 -0.215
C 4.8000 -3.4786 -3.0091 -0.06 0.05 0.01 -0.178
C 2.2360 -3.4919 -4.1368 0.00 -0.02 -0.01 -0.064
C -1.8024 -1.3560 -3.1712 -0.05 0.00 -0.02 -0.618
C -6.8675 -0.2490 1.6045 0.02 0.01 -0.02 -0.111
H -3.5897 -0.8133 -0.3566 0.02 -0.01 -0.01 0.089
H -2.3640 -3.0173 2.1038 -0.01 0.00 -0.01 0.111
H 0.9113 5.0886 3.6750 0.00 0.01 0.01 0.065
H 5.7254 -0.8423 -0.3197 0.02 0.00 0.01 0.086
H -4.8953 5.6287 2.3477 0.00 0.01 -0.01 0.063
H 0.8573 1.2510 1.0869 0.01 0.03 0.00 0.007
H 1.9137 -2.8818 4.4304 0.00 0.00 0.00 0.107
H 3.1708 1.2721 -6.0876 0.00 0.00 -0.01 0.089
H 1.5353 3.1151 -5.8502 0.00 0.00 0.00 0.086
H -3.2991 3.9313 1.4393 0.02 0.03 -0.02 0.113
H 5.1732 -5.1954 -4.2619 0.00 0.00 0.00 0.097
H -2.4332 5.3802 1.9506 0.01 -0.01 0.00 0.110
H 3.8172 -0.0688 -4.1298 0.01 -0.01 -0.01 0.091
H -7.7357 -1.6969 0.2744 0.00 -0.01 -0.01 0.086
H 0.5157 3.5605 2.8596 0.01 0.02 -0.02 0.050
H 0.5514 3.6038 -3.6281 0.00 0.01 0.00 0.095
H -5.7128 1.1444 2.7802 0.00 0.01 0.01 0.099
H 1.8086 -1.8249 -2.9100 -0.03 0.02 0.03 0.077
H 4.8081 1.4819 -0.1750 0.00 -0.02 -0.04 0.013
H -4.8664 4.1518 3.3309 -0.02 0.00 0.01 0.064
H -7.7842 -0.0951 2.1625 0.00 0.00 0.00 0.086
H 1.2313 -3.5166 -4.5387 -0.01 0.00 0.00 0.103
H -2.1560 -4.2858 4.2314 0.00 0.00 0.00 0.091
H 0.0378 -4.2295 5.4410 0.00 0.00 0.00 0.094
H -1.5321 5.4245 4.1685 -0.01 -0.01 0.01 0.105
H 6.7908 -4.2513 -2.6802 0.00 0.00 0.01 0.098
H -0.0242 5.0954 2.1698 0.02 -0.01 -0.01 0.067
H 2.9233 -5.2106 -5.2599 -0.01 0.00 0.00 0.091
H 3.1912 1.9126 0.4248 -0.01 -0.01 0.03 0.011
H -4.0303 5.6103 3.8944 -0.01 0.00 0.01 0.061
H 7.3556 -2.5853 -0.9528 0.00 0.00 0.00 0.092
H 3.9980 0.4769 1.0799 0.02 0.06 0.06 0.007
H 1.1901 2.2581 -1.6650 -0.03 -0.01 -0.01 0.079
H -0.5644 1.8089 0.9175 -0.02 -0.07 -0.01 0.005
H -5.6208 -2.0513 -0.9810 0.00 0.00 -0.01 0.100
H -0.9534 3.8822 4.8276 -0.02 0.02 0.00 0.062
```
Positions in Å, forces in eV/Å.

energy above the lowest of the compared OMol25 structures with the same formula, charge and spin	8.8	kcal per mole
E_LUMO (alpha / beta)	3.900 / 3.895	eV
2S+1	2
gap between HOMO and LUMO (alpha / beta)	5.72 / 6.31	eV
calculated total energy	-5033.66476	hartree
largest force on an atom	0.3	eV/A
net charge	-2

---

[3]
DFT (ωB97M-V with the def2-TZVPD basis set) results for a molecular structure, C37H36F5GeN3NaO4S.

```
88
Properties=species:S:1:pos:R:3:forces:R:3:lowdin_charge:R:1
Ge 0.5701 0.5151 -2.2241 0.16 -0.20 -0.10 1.065
S -0.0683 -1.0407 3.8324 -0.31 0.24 -0.13 0.587
Na 0.7015 0.8548 0.8577 -0.03 0.50 0.48 0.210
F -1.8246 3.7495 0.9719 -0.31 -0.04 -0.06 0.117
F -0.5153 5.2248 1.8249 -0.02 0.48 0.19 0.099
F 1.6860 3.8346 1.1193 -0.12 0.04 -0.20 -0.096
F -0.4646 3.2059 2.5744 0.04 -0.05 0.07 0.108
F 0.3752 4.4757 -0.5717 0.06 0.00 -0.06 -0.078
O -1.3052 0.4534 1.0383 -0.71 -0.35 0.18 -0.078
O 2.4150 0.2537 -0.1541 0.82 -0.47 -0.25 -0.131
O 3.2792 1.6333 2.4300 0.06 0.01 0.06 -0.067
O 4.1225 -0.8675 0.7695 -0.05 -0.04 -0.02 -0.004
N -1.2184 1.2433 4.6171 0.09 0.14 0.18 -0.123
N -2.4047 0.1021 3.0390 0.17 -0.20 -0.17 0.078
N 0.7832 -1.8945 0.1477 0.17 -0.26 0.17 0.141
C 0.4642 3.4748 0.4228 0.16 -0.05 0.45 -0.219
C -0.7285 -2.1810 -5.2560 0.02 0.07 0.12 -0.108
C 2.6402 -3.2337 0.8490 -0.05 -0.04 -0.03 -0.013
C -1.2693 0.1694 3.7949 -0.06 -0.09 0.13 -0.795
C 2.6317 1.9786 -3.5646 0.34 0.09 -0.23 -0.094
C -0.5798 3.9300 1.4418 0.46 -0.33 -0.38 -0.618
C -2.2616 2.2729 4.5772 0.07 -0.18 0.03 -0.220
C -1.3777 -1.6611 -2.6146 0.00 -0.09 -0.15 -0.119
C -0.0286 -1.2139 -4.5388 -0.14 -0.12 0.04 -0.111
C 4.7529 1.2248 -4.4372 0.04 -0.21 0.02 -0.060
C -4.7947 -0.3630 1.5964 -0.09 -0.10 0.00 -0.038
C -0.4679 2.0773 -2.7452 -0.28 0.37 0.05 -0.231
C -2.0867 -2.6273 -3.3271 0.14 0.13 0.01 -0.095
C -5.9088 -0.5748 -0.5326 0.10 0.00 0.07 -0.120
C -0.3399 -0.9316 -3.2032 -0.34 -0.43 -0.21 -0.302
C 1.8085 -4.3251 1.0130 0.05 -0.06 0.03 -0.080
C 3.8340 -2.6944 -3.1648 0.24 0.02 -0.13 -0.075
C 2.9344 -1.6892 -2.9685 -0.07 0.24 0.02 -0.037
C -4.7092 -0.2976 -1.1789 0.05 0.02 0.12 -0.088
C 5.0682 -2.4302 -3.8118 -0.18 -0.06 0.12 -0.100
C -0.2599 0.8648 6.8873 -0.02 -0.06 0.07 -0.093
C -5.9487 -0.6013 0.8591 0.09 0.04 -0.03 -0.108
C 2.0849 -2.0342 0.4189 -0.15 0.21 -0.05 -0.184
C -3.4976 1.9106 5.3895 -0.08 -0.10 0.08 -0.082
C -2.3038 0.1536 1.7258 -0.20 0.23 -0.26 -0.478
C 4.4386 -0.1009 -4.0300 0.17 0.06 -0.09 -0.171
C -1.7609 -2.8906 -4.6523 0.04 0.07 0.07 -0.121
C -0.0800 1.4707 5.5016 -0.12 0.02 -0.09 -0.261
C 2.2720 0.7156 -3.1748 0.36 -0.08 0.05 -0.243
C 0.4496 -4.1814 0.7699 0.02 -0.04 0.05 -0.075
C 3.8767 2.2369 -4.2043 -0.34 0.06 0.15 -0.085
C -0.0121 -2.9478 0.3485 0.12 0.26 -0.08 -0.136
C 2.9694 -0.7766 0.3206 -0.02 0.11 -0.09 -0.622
C -3.5911 -0.0937 0.9547 0.04 -0.03 0.19 -0.114
C 5.3573 -1.1653 -4.2311 -0.07 0.08 0.00 -0.058
C -3.5605 -0.0507 -0.4340 -0.11 0.10 -0.05 -0.032
C 3.2035 -0.3552 -3.3941 -0.20 -0.12 0.13 -0.164
H -0.4210 -0.2117 6.7983 0.01 0.06 -0.02 0.055
H -1.1110 1.3069 7.4138 0.03 -0.02 -0.02 0.053
H 3.7155 0.9864 1.8541 -0.04 -0.04 -0.05 0.002
H -4.6629 -0.2678 -2.2616 0.00 -0.01 0.01 0.096
H 0.6380 1.0281 7.4921 -0.05 0.00 -0.04 0.066
H -0.2466 -4.9964 0.9279 0.04 0.02 -0.02 0.093
H -0.3357 2.2146 -3.8241 -0.09 0.07 0.05 0.021
H -6.8818 -0.8072 1.3713 -0.01 -0.01 -0.01 0.086
H 2.2115 -5.2728 1.3519 -0.02 -0.02 0.00 0.094
H 2.9730 2.3293 1.8353 -0.06 0.04 -0.05 0.005
H 6.3050 -0.9455 -4.7125 -0.01 -0.01 0.00 0.099
H 0.8010 1.0503 5.0256 0.05 -0.04 -0.03 0.071
H -6.8075 -0.7655 -1.1080 -0.01 0.00 0.00 0.085
H -4.7998 -0.3880 2.6799 -0.01 0.00 -0.04 0.099
H 0.7782 -0.6767 -5.0272 0.00 0.00 0.01 0.097
H -1.6394 -1.4733 -1.5799 0.08 -0.04 -0.06 0.064
H 3.7007 -3.2611 1.0566 -0.02 0.01 0.01 0.110
H -2.8890 -3.1733 -2.8423 0.01 0.02 0.00 0.096
H -2.5390 2.4559 3.5453 -0.03 -0.03 -0.07 0.101
H 0.0609 2.5503 5.5675 0.03 0.04 0.03 0.111
H -0.1637 2.9642 -2.1876 -0.04 -0.06 -0.12 -0.006
H 4.1262 3.2502 -4.4972 -0.02 0.02 0.01 0.093
H -4.2646 2.6851 5.2874 0.06 -0.01 0.00 0.066
H 5.7866 -3.2284 -3.9563 -0.02 -0.02 0.00 0.089
H 1.9661 2.8133 -3.3750 0.03 -0.01 -0.01 0.090
H -1.8110 3.1902 4.9555 -0.01 0.04 0.01 0.110
H -2.3045 -3.6452 -5.2095 0.00 0.00 0.00 0.086
H -3.9126 0.9684 5.0276 0.04 0.05 0.00 0.060
H -0.4640 -2.3832 -6.2879 0.01 0.00 -0.01 0.088
H 1.9984 -1.9028 -2.4634 0.09 0.05 -0.01 0.091
H -2.6209 0.2011 -0.9095 -0.09 0.03 0.05 0.087
H -3.2612 1.8005 6.4511 -0.01 0.00 -0.02 0.054
H -1.5185 1.8730 -2.5260 0.04 0.07 -0.04 0.013
H 5.7077 1.4109 -4.9184 0.00 0.00 0.01 0.098
H 3.6071 -3.6924 -2.8096 0.03 0.00 -0.01 0.098
H -1.0715 -2.7899 0.1753 0.01 0.03 0.00 0.103
```
Positions in Å, forces in eV/Å.

energy above the lowest of the compared OMol25 structures with the same formula, charge and spin	22.8	kcal per mole
E_LUMO (alpha / beta)	3.979 / 3.970	eV
2S+1	2
gap between HOMO and LUMO (alpha / beta)	5.79 / 6.28	eV
calculated total energy	-5033.64243	hartree
largest force on an atom	1.0	eV/A
net charge	-2